1.
H4O2 | ωB97M-V/def2-TZVPD

```
6
Properties=species:S:1:pos:R:3:forces:R:3:mulliken_charge:R:1
O -1.120402 0.386521 -0.096157 -1.36 -1.83 2.13 -0.72
H -1.392224 -0.083147 0.782473 0.56 1.30 -2.41 0.36
H -1.272099 -0.302797 -0.775227 0.18 0.58 0.46 0.35
O 1.528346 0.233564 -0.111978 1.18 0.16 -0.16 -0.65
H 1.591039 -0.713747 -0.010485 0.01 -0.26 0.07 0.29
H 0.665341 0.479606 0.211375 -0.58 0.05 -0.11 0.37
```
Positions in Å, forces in eV/Å.

The calculated total energy comes out at -4159.6436 eV. The total charge is 0. The spin multiplicity is 1. As for the relative energy (zero: lowest compared OMol25 entry of this formula, charge and spin): 6.81 kcal per mole. Its LUMO energy is 0.52 eV. As for the SMILES: O.O. The highest occupied orbital energy is -10.8468 eV. The value obtained for the strongest force on any atom is 0.061 Eh/bohr.

---

2.
H4O2 | ωB97M-V/def2-TZVPD

```
6
Properties=species:S:1:pos:R:3:forces:R:3:mulliken_charge:R:1
O -1.106832 -1.806290 0.153996 -0.96 -0.11 -0.52 -0.62
H -0.283640 -2.133835 0.463004 1.16 -0.69 0.40 0.32
H -1.073241 -0.886349 0.378088 -0.22 0.79 0.12 0.30
O 0.909414 1.919618 -0.216673 0.65 1.07 -0.61 -0.63
H 0.464075 1.295522 0.343955 -0.15 -0.69 -0.32 0.30
H 1.090225 1.611334 -1.122370 -0.47 -0.36 0.93 0.33
```
Positions in Å, forces in eV/Å.

The calculated total energy comes out at -4159.5973 eV. The total charge is 0. The spin multiplicity is 1. As for the relative energy (zero: lowest compared OMol25 entry of this formula, charge and spin): 7.88 kcal per mole. Its LUMO energy is 0.45 eV. As for the SMILES: O.O. The highest occupied orbital energy is -11.8182 eV. The value obtained for the strongest force on any atom is 0.027 Eh/bohr.